Entry 1:
The following is a DFT calculation (wB97M-V/def2-TZVPD) of a gas-phase ion, C4H9N3 (charge +2) in a non-equilibrium geometry.

Output
LUMO energy: -10.67 eV
Net charge: +2
SMILES: C[n+]1c[nH][n+](C)c1
E: -321.254748 Eh
Multiplicity: 1

```
16
Properties=species:S:1:pos:R:3:forces:R:3:nbo_charge:R:1
N -0.706417 -0.863687 -0.004644 2.9 -0.5 0.9 -0.2832
N -0.153626 1.109305 -0.796174 -2.0 -0.5 -0.4 -0.2025
N 0.911454 0.872469 -0.082700 -2.5 -6.4 4.0 -0.0561
C 0.439867 -0.679769 0.620762 1.1 5.9 -2.3 0.3888
C -1.400599 -2.135749 0.103720 -3.8 0.5 -1.9 -0.4471
C -1.069351 0.169595 -0.767835 -0.1 -0.5 -0.3 0.2661
C 1.908120 1.772357 0.377965 1.6 2.0 -3.5 -0.4859
H -2.200030 -2.297055 -0.708337 1.2 0.9 1.0 0.2861
H -2.038815 0.083150 -1.209202 -0.2 0.8 -0.9 0.3011
H 0.923078 -1.131847 1.507182 0.1 0.1 -0.9 0.3294
H 2.512933 1.957726 -0.577459 0.2 -0.5 1.7 0.2772
H 1.629462 2.771088 0.627964 -1.6 0.8 0.0 0.2843
H 2.421635 1.547280 1.264727 0.9 -1.6 0.8 0.2962
H -0.848899 -3.002603 0.035782 2.1 -1.4 0.1 0.2806
H -1.922693 -2.068058 1.002350 -0.9 -0.3 1.7 0.2630
H -0.406119 1.895797 -1.394100 1.0 0.8 0.1 0.5021
```
Positions in Å, forces in eV/Å.


Entry 2:
The following is a DFT calculation (wB97M-V/def2-TZVPD) of a gas-phase ion, C4H9N3 (charge +2) in a non-equilibrium geometry.

Output
LUMO energy: -10.21 eV
Net charge: +2
SMILES: C[C@@H]1[NH+]=CNC1=[NH2+]
E: -321.368747 Eh
Multiplicity: 1

```
16
Properties=species:S:1:pos:R:3:forces:R:3:nbo_charge:R:1
N -1.702734 -1.321646 -0.117679 -2.1 0.2 2.3 -0.6954
N 0.883635 1.400368 -0.346880 -2.6 -1.9 0.3 -0.4374
N -1.271276 0.938495 0.261732 1.7 0.8 0.4 -0.5539
C 0.854016 -0.070852 -0.633014 -3.9 -0.4 2.8 0.0248
C -0.929105 -0.284761 -0.087686 3.7 -1.1 -4.0 0.5925
C -0.252323 1.885953 0.123284 1.8 -4.3 -1.2 0.4637
C 1.508967 -0.975203 0.381523 1.4 0.2 0.6 -0.6629
H -2.490860 -1.351432 0.601524 0.9 0.3 -1.3 0.4574
H 1.263828 -2.048406 0.215387 0.2 0.8 -0.1 0.2808
H 1.110569 -0.665499 1.346306 0.3 -0.3 0.4 0.2279
H 2.641333 -0.846606 0.413544 -1.4 -0.2 -0.2 0.2917
H 1.729313 1.855927 -0.640152 0.3 1.2 0.2 0.4933
H -2.235856 1.139165 0.366132 -1.1 1.0 0.6 0.4745
H 1.067024 -0.329966 -1.627382 0.0 0.1 -1.6 0.2719
H -1.789191 -2.156124 -0.712128 1.3 0.4 0.0 0.4982
H -0.387337 2.830580 0.455483 -0.4 3.2 0.7 0.2728
```
Positions in Å, forces in eV/Å.


Entry 3:
The following is a DFT calculation (wB97M-V/def2-TZVPD) of a gas-phase ion, C4H9N3 (charge +2) in a non-equilibrium geometry.

Output
LUMO energy: -10.25 eV
Net charge: +2
SMILES: C[n+]1c[nH][n+](C)c1
E: -321.329123 Eh
Multiplicity: 1

```
16
Properties=species:S:1:pos:R:3:forces:R:3:nbo_charge:R:1
N -1.063661 -0.119928 -0.037721 -0.4 0.6 0.5 -0.2667
N 0.742892 -1.241629 -0.377051 -3.4 3.3 0.9 -0.2011
N 1.119124 -0.035050 0.087027 -4.6 2.2 1.8 -0.0505
C -0.140148 0.718850 0.384338 5.7 -6.4 -2.8 0.3618
C -2.457049 0.360226 -0.060750 -1.0 -1.7 -0.8 -0.4209
C 2.422654 0.420962 0.399695 2.7 2.5 -0.3 -0.5141
C -0.578869 -1.280474 -0.503181 -0.6 -0.7 0.9 0.2983
H -1.289539 -2.129929 -0.695760 1.3 0.7 -0.3 0.3276
H 2.723288 0.641307 1.420485 -1.0 -0.8 0.7 0.2985
H -2.771609 0.560779 0.973706 0.0 0.3 -0.6 0.2801
H -2.361193 1.182767 -0.772763 -1.0 0.2 0.4 0.2643
H -0.206314 1.670691 0.757663 -0.1 2.3 0.9 0.2939
H 3.289834 -0.074210 -0.006989 -0.3 -1.1 -0.5 0.2978
H -3.068383 -0.493202 -0.489020 0.5 1.3 0.5 0.2682
H 1.348749 -1.915309 -0.665671 2.7 -2.5 -0.9 0.4796
H 2.547944 1.427836 -0.035156 -0.4 -0.3 -0.2 0.2833
```
Positions in Å, forces in eV/Å.


Entry 4:
The following is a DFT calculation (wB97M-V/def2-TZVPD) of a molecular structure, C4H9N3O in a non-equilibrium geometry.

Output
LUMO energy: 0.91 eV
E: -397.153831 Eh
Multiplicity: 1

```
17
Properties=species:S:1:pos:R:3:forces:R:3:nbo_charge:R:1
O 1.554174 2.190196 0.457536 -0.1 -0.3 0.2 -0.5020
N 0.300386 0.827784 -2.387089 0.0 -0.4 -0.3 -0.8181
N 0.205401 -0.762375 -0.538882 2.4 -0.7 1.5 -0.2321
N -0.935043 -1.298440 -1.046423 -0.7 0.5 0.2 -0.6827
C 0.497305 -0.602647 1.301702 -1.7 -1.1 -1.4 -0.2736
C 0.547018 0.489656 -1.055855 0.0 0.6 1.4 0.0144
C -0.699889 0.060761 1.933016 0.0 0.2 0.1 -0.6598
C 1.182288 1.249748 -0.154786 0.2 0.8 -1.2 0.5642
H -1.550054 -0.684906 -1.576419 -0.2 -0.3 0.7 0.3761
H -1.616706 -0.176827 1.379127 0.1 0.0 0.0 0.2104
H 0.464906 1.801024 -2.609266 0.0 -0.2 0.0 0.3901
H 0.488775 -1.681423 1.441278 -0.1 0.0 0.1 0.1941
H -0.595785 1.147049 1.975327 0.0 -0.1 -0.1 0.2164
H 1.455230 -0.240753 1.674284 0.1 0.2 -0.7 0.2217
H -0.842165 -0.287388 2.962317 0.0 0.0 -0.1 0.2199
H -1.192375 -2.217647 -0.713726 0.1 0.5 -0.3 0.3884
H 0.736534 0.186189 -3.042139 0.1 0.3 -0.1 0.3725
```
Positions in Å, forces in eV/Å.


Entry 5:
The following is a DFT calculation (wB97M-V/def2-TZVPD) of a molecular structure, C4H9N3O in a non-equilibrium geometry.

Output
LUMO energy: 0.87 eV
E: -397.229644 Eh
Multiplicity: 1

```
17
Properties=species:S:1:pos:R:3:forces:R:3:nbo_charge:R:1
O 0.505964 2.094970 1.042753 -0.2 0.0 -0.1 -0.6878
N -1.989192 1.684258 0.467725 0.1 0.0 0.0 -0.6664
N 1.136463 0.343335 -0.315001 0.9 -0.3 -0.8 -0.5449
N 2.470328 -1.467517 -0.850446 0.4 -0.4 0.1 -0.8089
C 1.748208 -0.727255 0.003060 -2.2 0.7 1.4 0.3182
C -1.236727 0.709636 0.157379 -0.3 0.2 -0.1 0.2821
C -1.633069 -0.549658 -0.555754 0.0 0.1 0.0 -0.6858
C 0.205478 0.867692 0.546255 0.4 -1.5 1.7 0.3573
H 0.341418 -0.248648 1.554690 -0.9 2.0 -0.7 -0.0212
H 1.156172 -0.976985 1.211894 1.8 -0.5 -1.9 0.1061
H -1.313343 -1.422946 0.012391 0.0 0.0 0.0 0.2365
H -2.966349 1.553744 0.219032 0.1 -0.1 -0.1 0.3502
H 2.649886 -1.120420 -1.783435 -0.1 0.0 0.3 0.4026
H -0.326711 2.606913 1.005481 0.0 -0.1 0.2 0.5031
H 3.101362 -2.160252 -0.488530 -0.1 0.0 0.0 0.3980
H -2.712158 -0.590257 -0.699403 0.0 0.0 0.0 0.2184
H -1.137730 -0.596610 -1.528092 0.0 0.0 0.1 0.2426
```
Positions in Å, forces in eV/Å.


Entry 6:
The following is a DFT calculation (wB97M-V/def2-TZVPD) of a single C4H9N3O molecule.

Output
LUMO energy: 0.91 eV
SMILES: C=NN(C)/C(C)=N/O
E: -397.213643 Eh
Multiplicity: 1

```
17
Properties=species:S:1:pos:R:3:forces:R:3:nbo_charge:R:1
O -0.693623 1.198293 2.355747 -0.2 0.0 0.3 -0.5812
N -0.803441 0.109447 1.486732 0.5 0.1 -0.6 -0.1841
N 0.127071 -0.727395 -1.720267 0.0 0.3 -0.1 -0.2120
N 0.153039 -0.842316 -0.361810 -0.1 0.2 0.2 -0.2773
C 0.942622 1.423650 0.352477 0.0 0.1 0.2 -0.6925
C -0.153457 0.385239 -2.269187 0.0 0.1 0.0 -0.1682
C 0.007761 0.256798 0.503445 -0.2 -0.2 0.1 0.3538
C -0.256082 -2.158552 0.085263 0.1 -0.1 0.2 -0.4006
H 1.495299 1.521158 1.293812 0.0 0.0 -0.2 0.2472
H -1.300268 0.951566 3.062565 0.1 0.1 0.0 0.4793
H -0.094079 0.422502 -3.350038 -0.1 -0.1 0.0 0.1884
H 0.185295 -2.869226 -0.611017 -0.1 0.0 0.0 0.2176
H 0.411937 2.367736 0.210603 0.0 -0.1 0.0 0.2349
H 1.633080 1.273172 -0.472177 0.0 -0.1 0.0 0.2319
H -0.446288 1.298233 -1.745981 0.0 -0.2 0.0 0.1607
H 0.139040 -2.330272 1.093150 -0.2 0.0 -0.2 0.2103
H -1.347905 -2.280032 0.086684 0.2 0.0 0.1 0.1915
```
Positions in Å, forces in eV/Å.


Entry 7:
The following is a DFT calculation (wB97M-V/def2-TZVPD) of a single C4H9N3O molecule in a non-equilibrium geometry.

Output
LUMO energy: 0.93 eV
SMILES: C=NO/C=N/N(C)C
E: -397.136331 Eh
Multiplicity: 1

```
17
Properties=species:S:1:pos:R:3:forces:R:3:nbo_charge:R:1
O -1.626770 -0.676908 0.120601 2.1 -1.3 0.0 -0.3909
N 0.373892 0.399257 -0.284322 0.7 -2.7 -0.4 -0.2981
N 1.802784 0.127077 -0.451900 -0.7 0.4 0.7 -0.2811
N -2.157006 0.591547 0.153820 -3.2 -0.7 -0.8 -0.0827
C 2.193420 -1.187538 0.110779 0.8 0.9 0.9 -0.4475
C 2.448071 1.275477 0.167181 3.2 0.2 2.3 -0.4192
C -3.400640 0.338516 -0.097817 -1.0 1.9 2.0 -0.1236
C -0.281822 -0.685752 -0.029364 1.2 0.8 0.4 0.2964
H -3.816107 -0.693068 -0.169308 0.6 0.8 -0.3 0.1885
H 0.208632 -1.675820 0.246623 -1.8 1.4 -1.0 0.1836
H 3.667240 1.296565 0.145911 -3.0 -0.6 -0.3 0.1929
H 2.009665 -1.942288 -0.645807 -0.1 -0.3 0.0 0.2042
H 1.513051 -1.410244 1.021761 2.0 0.2 -0.8 0.1725
H 2.202713 1.369398 1.265535 0.2 -0.5 -0.7 0.1692
H 3.303741 -1.212874 0.355476 -1.5 0.2 -0.2 0.2236
H -4.141149 1.160827 0.163865 1.1 -0.9 -1.0 0.1903
H 2.174517 2.253389 -0.176717 -0.6 0.1 -1.0 0.2219
```
Positions in Å, forces in eV/Å.